[1]
A single CH4O molecule at a distorted geometry, computed with ωB97M-V with the def2-TZVPD basis set.

Positions of all 6 atoms, in Å:
C: -0.44 -0.34 -0.30
O: 0.44 0.37 0.43
H: -1.15 -0.85 0.32
H: -0.02 -1.04 -0.93
H: -0.94 0.44 -1.02
H: 1.25 0.47 0.00

Output
structure (SMILES)	CO
net charge	0
ΔE to the lowest compared entry with this formula, charge and spin	0.350	eV
Kohn-Sham gap	11.234	eV
E_tot	-115.7039	Ha

Löwdin charges in e: number 1, C, carries -0.2044; number 2, O, carries -0.0767; number 3, H, carries 0.0755; number 4, H, carries 0.0464; number 5, H, carries 0.1119; number 6, H, carries 0.0474

---

[2]
4 unconnected molecules or ions with the total composition C42H80ClF2N4O5Si at a distorted geometry, computed with ωB97M-V with the def2-TZVPD basis set.

Positions of all 135 atoms, in Å:
C: -3.25 -2.15 6.65
C: -2.46 -2.22 5.18
O: -1.38 -2.99 4.99
O: -3.07 -1.43 4.09
C: -2.05 -0.52 3.47
C: -2.77 0.15 2.17
C: -2.75 -0.71 0.78
N: -1.44 -1.22 0.30
C: -1.12 -2.63 0.51
F: -1.59 -3.17 1.85
F: 0.26 -3.12 0.40
C: -2.04 -3.53 -0.57
C: -1.27 -3.89 -1.96
Si: -1.16 -5.76 -2.40
C: 0.45 -5.95 -3.51
C: -2.61 -6.42 -3.48
C: -0.93 -6.96 -0.92
C: -0.65 -6.58 0.64
C: -0.43 -7.75 1.77
C: -0.48 -9.38 1.42
C: -0.79 -9.76 -0.15
C: -1.00 -8.59 -1.28
C: -0.41 -0.25 -0.13
C: 0.20 -0.72 -1.57
C: 0.84 0.40 -2.55
C: -0.10 0.72 -3.89
Cl: 2.41 -0.35 -3.30
C: 0.62 -0.06 1.10
C: 2.08 0.81 0.56
C: 3.35 -0.22 0.01
O: 3.35 0.61 1.43
C: -1.02 1.28 -0.43
O: -1.92 1.55 -1.39
O: -0.66 2.47 0.42
H: -2.84 -2.98 7.37
H: -3.12 -1.06 7.08
H: -4.42 -2.29 6.47
H: -1.03 -1.05 3.26
H: -1.88 0.34 4.27
H: -2.32 1.24 2.04
H: -3.92 0.32 2.45
H: -3.44 -1.66 0.99
H: -3.39 -0.09 0.00
H: -3.05 -2.95 -0.85
H: -2.41 -4.52 -0.02
H: -0.19 -3.44 -2.08
H: -1.91 -3.39 -2.84
H: 0.62 -7.06 -3.86
H: 1.37 -5.50 -2.90
H: 0.31 -5.22 -4.44
H: -2.19 -7.37 -4.06
H: -3.53 -6.74 -2.83
H: -2.89 -5.63 -4.34
H: -0.60 -5.46 0.97
H: -0.20 -7.49 2.91
H: -0.32 -10.22 2.22
H: -0.84 -10.92 -0.41
H: -1.19 -8.97 -2.40
H: 0.99 -1.61 -1.51
H: -0.72 -1.18 -2.18
H: 1.22 1.39 -2.05
H: -1.00 -0.03 -4.00
H: -0.55 1.79 -3.72
H: 0.55 0.77 -4.88
H: 1.08 -1.02 1.58
H: 0.20 0.59 2.01
H: 1.90 1.89 -0.05
H: 4.04 -0.91 0.63
H: 2.52 -1.07 -0.06
C: -5.32 2.33 6.60
C: -4.36 3.36 6.01
N: -4.50 3.53 4.56
C: -3.40 4.29 3.97
C: -3.23 5.75 4.39
C: -5.83 3.88 4.08
C: -6.48 5.15 4.62
H: -5.23 1.36 6.09
H: -5.09 2.17 7.66
H: -6.36 2.66 6.54
H: -3.35 3.00 6.23
H: -4.49 4.30 6.55
H: -3.47 4.24 2.87
H: -2.46 3.76 4.20
H: -3.99 6.38 3.93
H: -2.26 6.12 4.05
H: -3.27 5.87 5.47
H: -6.51 3.04 4.28
H: -5.82 3.94 2.98
H: -6.38 5.24 5.71
H: -7.55 5.14 4.40
H: -6.07 6.05 4.16
C: 2.78 7.98 -0.26
C: 1.73 6.89 -0.12
N: 0.54 7.31 0.64
C: -0.32 6.19 1.02
C: -1.00 5.40 -0.10
C: -0.16 8.50 0.15
C: -0.67 8.48 -1.29
H: 3.08 8.38 0.72
H: 3.68 7.57 -0.74
H: 2.43 8.81 -0.89
H: 2.21 6.06 0.41
H: 1.46 6.52 -1.12
H: -1.09 6.54 1.71
H: 0.28 5.48 1.61
H: -1.82 5.96 -0.55
H: -1.42 4.48 0.30
H: -0.30 5.12 -0.89
H: 0.52 9.36 0.25
H: -0.99 8.73 0.82
H: 0.07 8.08 -2.00
H: -0.91 9.50 -1.61
H: -1.59 7.89 -1.38
C: 5.05 -2.69 -3.45
C: 5.63 -2.89 -4.85
N: 6.76 -2.00 -5.16
C: 7.11 -1.99 -6.58
C: 7.63 -3.29 -7.19
C: 7.89 -2.06 -4.23
C: 8.57 -3.41 -4.02
H: 4.78 -1.65 -3.28
H: 4.15 -3.30 -3.33
H: 5.76 -3.00 -2.67
H: 4.81 -2.68 -5.56
H: 5.89 -3.94 -4.98
H: 7.85 -1.20 -6.76
H: 6.22 -1.68 -7.15
H: 8.65 -3.50 -6.89
H: 7.64 -3.20 -8.29
H: 7.00 -4.14 -6.94
H: 7.55 -1.69 -3.25
H: 8.65 -1.33 -4.54
H: 7.85 -4.22 -3.88
H: 9.19 -3.37 -3.12
H: 9.23 -3.66 -4.85

Output
net charge	-1
Kohn-Sham gap	7.147	eV
E_tot	-3192.1756	Ha

Löwdin atomic charge list, values in e, 8 entries: number 1, C, carries -0.0260; number 2, C, carries -0.2982; number 3, O, carries -0.0320; number 4, O, carries -0.1295; number 5, C, carries -0.1659; number 6, C, carries -0.1272; number 7, C, carries -0.1578; number 8, N, carries -0.0563

---

[3]
2 unconnected molecules or ions with the total composition C2H4ClN3 at a distorted geometry, computed with ωB97M-V with the def2-TZVPD basis set.

Positions of all 10 atoms, in Å:
C: 0.90 -1.65 0.02
C: -1.01 0.43 0.17
N: 0.89 -0.39 -0.05
N: -1.86 -0.49 0.12
N: -0.69 1.71 0.30
Cl: -3.54 -0.12 -0.21
H: 1.81 -2.15 0.04
H: 0.17 -2.38 0.29
H: 0.22 1.89 0.26
H: -1.33 2.44 0.26

Output
net charge	0
ΔE to the lowest compared entry with this formula, charge and spin	2.600	eV
Kohn-Sham gap (spin up / spin down)	8.767 / 8.769	eV
E_tot	-702.9151	Ha

Löwdin atomic charge list, values in e, 8 entries: number 1, C, carries -0.1533; number 2, C, carries -0.3823; number 3, N, carries 0.0720; number 4, N, carries -0.3937; number 5, N, carries 0.1638; number 6, Cl, carries 0.4842; number 7, H, carries 0.0353; number 8, H, carries 0.0533

---

[4]
A molecular structure, C15H27N3O2S2W, computed with ωB97M-V with the def2-TZVPD basis set.

Positions of all 50 atoms, in Å:
W: 1.19 -0.10 0.07
C: -1.84 3.57 0.14
C: -1.03 2.37 0.50
S: -0.07 1.63 -0.73
C: -0.98 1.82 1.74
C: -1.75 2.36 2.91
S: -0.06 0.38 1.97
H: -1.71 3.85 -0.90
H: -1.55 4.43 0.76
H: -2.91 3.39 0.32
H: -1.34 3.32 3.23
H: -1.72 1.68 3.76
H: -2.80 2.53 2.64
C: -1.94 -1.88 0.62
O: -0.64 -2.54 0.58
C: 0.45 -1.87 0.38
C: 1.64 -2.79 0.19
H: -1.90 -0.96 0.04
H: -2.19 -1.67 1.66
H: -2.63 -2.59 0.19
H: 1.74 -3.47 1.04
H: 2.59 -2.27 0.04
H: 1.46 -3.38 -0.71
C: 1.19 0.14 -5.36
N: 0.99 -0.17 -3.94
C: -0.34 -0.67 -3.59
C: 1.95 -0.03 -3.09
O: 1.89 -0.26 -1.84
H: 1.00 -0.76 -5.95
H: 2.21 0.48 -5.53
H: 0.49 0.92 -5.66
H: -1.08 0.10 -3.81
H: -0.38 -0.92 -2.53
H: -0.55 -1.55 -4.19
H: 2.91 0.31 -3.49
C: 4.59 -1.10 4.35
C: 4.16 -0.41 3.11
C: 4.66 0.73 2.48
C: 3.87 0.95 1.37
N: 2.93 -0.02 1.28
N: 3.14 -0.83 2.36
C: 3.95 2.05 0.37
H: 5.66 -1.30 4.31
H: 4.06 -2.04 4.48
H: 4.39 -0.47 5.21
H: 5.50 1.33 2.80
H: 2.50 -1.58 2.56
H: 4.87 1.97 -0.22
H: 3.96 3.02 0.88
H: 3.11 2.06 -0.32

Output
net charge	+2
ΔE to the lowest compared entry with this formula, charge and spin	0.000	eV
Kohn-Sham gap	6.959	eV
E_tot	-1765.4526	Ha

Löwdin atomic charge list, values in e, 8 entries: number 1, W, carries 1.0937; number 2, C, carries -0.0870; number 3, C, carries -0.7016; number 4, S, carries 0.7204; number 5, C, carries -0.6958; number 6, C, carries -0.0831; number 7, S, carries 0.7586; number 8, H, carries 0.0734

---

[5]
2 unconnected molecules or ions with the total composition C4H10N2S at a distorted geometry, computed with ωB97M-V with the def2-TZVPD basis set.

Positions of all 17 atoms, in Å:
C: -3.02 0.00 -0.80
N: -2.23 0.31 0.18
C: -2.02 -0.64 1.27
S: -1.45 1.65 0.33
H: -3.63 -0.88 -1.04
H: -3.09 0.90 -1.59
H: -2.85 -1.35 1.14
H: -0.98 -1.03 1.29
H: -2.31 -0.27 2.18
C: 1.55 0.15 0.26
N: 2.16 -0.27 -0.74
C: 3.58 0.14 -0.99
H: 1.98 0.80 0.96
H: 0.49 -0.22 0.44
H: 4.13 -0.80 -0.90
H: 3.68 0.74 -1.91
H: 4.00 0.75 -0.09

Output
structure (SMILES)	C=[N+](C)[S-].C=NC
net charge	0
ΔE to the lowest compared entry with this formula, charge and spin	3.842	eV
Kohn-Sham gap (spin up / spin down)	8.113 / 8.112	eV
E_tot	-665.9617	Ha

Löwdin atomic charge list, values in e, 8 entries: number 1, C, carries -0.0558; number 2, N, carries -0.8193; number 3, C, carries -0.1204; number 4, S, carries 0.6296; number 5, H, carries 0.0895; number 6, H, carries 0.1149; number 7, H, carries 0.0935; number 8, H, carries 0.0905